(1)
71
Properties=species:S:1:pos:R:3 method="wB97M-V/def2-TZVPD" de_lowest_kj_mol=132.1 max_force_ev_per_a=1.0 energy_ha=-10985.1394 homo_energy_ha=-0.3135
Y 0.00250 0.08374 -0.04943
N 0.65576 -2.36628 -0.26897
C 2.13403 -2.31805 -0.27185
C 2.46677 -1.02334 0.46136
O 2.47136 -1.04185 1.70575
N 2.46654 0.04201 -0.35966
C 2.80429 1.35749 0.24072
C 1.47183 2.10341 0.33603
O 0.82051 2.20620 -0.76366
O 0.89258 2.17123 1.44056
H 0.32082 -2.80591 0.58262
H 0.29288 -2.93893 -1.01949
H 2.48043 -2.26346 -1.30115
H 2.60072 -3.15766 0.24324
H 3.47631 1.87908 -0.44135
H 3.24671 1.26233 1.23113
C 0.75489 0.39194 4.05552
As -0.46842 -0.35335 2.75569
C -0.45810 -2.20692 3.32954
C -2.23290 0.11822 3.46726
C -2.82563 1.53355 3.28581
C -1.79448 2.58588 3.67142
C -3.35674 1.73816 1.85732
As -2.10334 1.99543 0.37864
C -1.64300 3.86753 0.48170
C -3.43421 2.05378 -1.04225
C -4.04437 1.57799 4.23806
As -5.13852 3.16304 4.70715
C -5.01121 4.42679 3.21042
C -3.89887 4.08114 5.91857
H 0.32420 0.26741 5.05043
H 0.93669 1.43843 3.83539
H 1.69054 -0.15644 3.97201
H -0.73500 -2.24860 4.38377
H 0.55373 -2.59003 3.20053
H -1.15891 -2.80060 2.74398
H -2.14371 -0.08792 4.53904
H -2.92157 -0.62465 3.05470
H -0.89706 2.52728 3.05311
H -1.48680 2.46635 4.71375
H -2.18914 3.59692 3.56614
H -4.01279 2.60821 1.82271
H -3.95258 0.86813 1.56731
H -2.54252 4.44430 0.70365
H -1.22199 4.17030 -0.47460
H -0.89220 4.01273 1.25184
H -4.18365 2.80843 -0.79855
H -3.91808 1.08481 -1.14958
H -2.94904 2.31942 -1.98091
H -3.72333 1.24951 5.23334
H -4.76549 0.82634 3.90443
H -5.62650 4.09003 2.37715
H -3.99645 4.61845 2.86688
H -5.43513 5.36079 3.58182
H -3.61772 3.38984 6.71304
H -4.42743 4.92026 6.36921
H -3.00070 4.44229 5.42250
S -2.54231 -1.21520 -0.17744
C -2.18808 -2.82161 0.24197
N -1.94133 -3.91760 0.52269
Br 2.17984 1.56046 -5.52435
C 0.83779 0.57129 -4.65242
C -0.06530 -0.18803 -5.37307
C -1.02580 -0.89701 -4.67208
C -1.04480 -0.81479 -3.29132
N -0.16927 -0.07615 -2.59920
C 0.76462 0.60852 -3.27052
H -0.01793 -0.22392 -6.45298
H -1.75663 -1.50754 -5.18290
H -1.78074 -1.34359 -2.69921
H 1.45528 1.19046 -2.67607

(2)
77
Properties=species:S:1:pos:R:3 method="wB97M-V/def2-TZVPD" smiles="C[C@H](O)CO[C@@H]1C[C@H](CC(=O)Cl)NC1=O.COC(=O)OC.COC(=O)OC.COC(=O)OC.COC(=O)OC" max_force_ev_per_a=5.3 energy_ha=-2541.7448 homo_energy_ha=-0.3498
C -0.17560 1.99725 1.26230
C -1.47333 1.39755 0.66974
O -2.55745 2.25195 1.03184
C -1.77732 -0.01193 1.18148
O -1.35550 -1.05925 0.31845
C -0.01986 -1.01734 0.00817
C 0.49520 -2.17849 -0.86235
C 1.98677 -1.76091 -0.90752
C 2.97990 -2.72936 -1.53361
C 3.69023 -3.60336 -0.55034
O 3.48153 -3.68940 0.55624
Cl 4.98711 -4.64870 -1.26191
N 2.29742 -1.16885 0.40588
C 1.02615 -1.18497 1.13263
O 0.87633 -1.35084 2.25478
H 0.48299 2.25088 0.43883
H -0.43786 2.91768 1.76081
H 0.30689 1.33783 1.97277
H -1.40080 1.42357 -0.41607
H -2.89991 2.68518 0.24603
H -1.40558 -0.13058 2.19714
H -2.85434 -0.08894 1.24207
H 0.31320 -0.13937 -0.55820
H 0.49915 -3.06051 -0.22279
H -0.02293 -2.26485 -1.80217
H 1.97599 -0.94081 -1.63360
H 2.52304 -3.36723 -2.28385
H 3.73177 -2.14616 -2.05251
H 2.39478 -0.17046 0.23598
C -4.04339 7.74933 -2.51224
O -4.56952 7.70956 -1.18546
C -4.21969 6.62735 -0.48607
O -3.52411 5.72535 -0.88387
O -4.77304 6.71565 0.72123
C -4.47445 5.61175 1.58099
H -4.39973 8.67029 -2.96552
H -2.95487 7.75992 -2.49443
H -4.40426 6.90338 -3.09505
H -3.40249 5.54322 1.75927
H -4.85070 4.68331 1.15608
H -4.97719 5.78958 2.52684
C 8.01768 -1.50481 5.66837
O 6.82358 -2.23734 5.39987
C 6.19121 -1.86680 4.28005
O 6.55080 -0.99819 3.52559
O 5.10493 -2.62163 4.14920
C 4.32012 -2.33622 2.98307
H 8.42878 -1.89910 6.59399
H 8.74375 -1.64486 4.86899
H 7.79920 -0.44605 5.79915
H 4.90001 -2.50935 2.08320
H 3.95423 -1.31174 3.00989
H 3.47319 -3.01201 2.99196
C -8.01516 1.13438 3.63664
O -8.88403 1.69566 2.65088
C -8.41797 2.80478 2.07583
O -7.36633 3.33943 2.31909
O -9.31832 3.22065 1.18309
C -8.94723 4.41021 0.48458
H -8.50774 0.24598 4.02199
H -7.06300 0.84906 3.19249
H -7.85668 1.83602 4.45376
H -8.03155 4.25296 -0.08349
H -8.82494 5.24129 1.17718
H -9.75681 4.63767 -0.20333
C 3.27296 -6.40854 -7.59096
O 4.56447 -6.69986 -7.05711
C 4.96742 -5.85988 -6.10109
O 4.34457 -4.91836 -5.67948
O 6.17770 -6.24503 -5.69547
C 6.73941 -5.43002 -4.66495
H 3.06896 -7.15848 -8.35026
H 2.51232 -6.47265 -6.81458
H 3.26079 -5.42256 -8.05260
H 6.11697 -5.45473 -3.77275
H 6.86693 -4.40552 -5.01093
H 7.71528 -5.84263 -4.42381

(3)
78
Properties=species:S:1:pos:R:3 method="wB97M-V/def2-TZVPD" smiles="CCCCCCCCC[PH]#P(N)O.CCOC(=O)C(F)(F)F.CCOC(=O)C(F)(F)F.CCOC(=O)C(F)(F)F" max_force_ev_per_a=0.9 energy_ha=-2985.9717 homo_energy_ha=-0.2852
C -1.62536 2.39395 3.32203
C -1.87146 1.48594 4.54049
C -3.19319 0.68649 4.50818
C -3.67989 0.32374 3.10123
C -2.62861 -0.45795 2.29387
C -2.60438 -0.12035 0.80612
C -1.35051 -0.62599 0.08941
C -1.32313 -0.26260 -1.40814
C -0.15956 0.66669 -1.80516
P -0.58341 2.44056 -1.41058
P -1.90800 2.78058 -3.16452
N -2.83507 4.11101 -2.55905
O -0.97657 3.72717 -4.18645
H -2.55800 2.72350 2.85867
H -1.03373 1.89595 2.55115
H -1.07237 3.29369 3.60772
H -1.03716 0.78249 4.63892
H -1.84977 2.09358 5.45098
H -3.05452 -0.24631 5.06999
H -3.97620 1.24239 5.03683
H -3.95516 1.23425 2.55597
H -4.60428 -0.25939 3.18406
H -2.79119 -1.53550 2.42686
H -1.63293 -0.25171 2.70659
H -2.65676 0.97215 0.68827
H -3.49345 -0.53147 0.30876
H -0.47054 -0.19584 0.58759
H -1.28022 -1.71339 0.21419
H -2.27903 0.21322 -1.66859
H -1.24897 -1.17227 -2.01178
H 0.72701 0.42711 -1.20709
H 0.11460 0.53287 -2.85606
H 0.57822 3.01737 -1.98156
H -2.88751 4.85583 -3.24363
H -3.77907 3.83242 -2.31871
H -0.70392 3.21996 -4.95640
C 3.35652 4.34108 -2.98314
C 4.22355 3.56770 -2.01771
O 3.65406 3.58789 -0.68220
C 2.68026 2.72624 -0.45984
O 2.23406 1.91493 -1.21552
C 2.17314 2.85982 0.99689
F 2.01082 4.13079 1.35625
F 3.06344 2.29665 1.83373
F 1.02096 2.22184 1.13728
H 3.21312 5.36385 -2.63534
H 3.84390 4.37311 -3.95800
H 2.38334 3.86649 -3.10170
H 5.20194 4.02415 -1.89123
H 4.34509 2.52906 -2.32263
C 2.91615 -1.08227 3.26039
C 4.24673 -0.42623 2.97508
O 5.33098 -1.12380 3.63999
C 5.78081 -2.20651 3.03270
O 5.41192 -2.67122 1.99642
C 6.94555 -2.81899 3.84877
F 6.65293 -2.89190 5.15001
F 8.04084 -2.05738 3.71228
F 7.22980 -4.04032 3.41346
H 2.73914 -1.13784 4.33455
H 2.12050 -0.48824 2.80889
H 2.87606 -2.08649 2.84067
H 4.29484 0.58168 3.37820
H 4.46001 -0.39329 1.90719
C -4.97469 -5.56704 -4.46861
C -4.14335 -4.40760 -4.96522
O -3.13484 -4.03711 -3.99093
C -2.03768 -4.77324 -3.98564
O -1.77430 -5.69804 -4.69343
C -1.05444 -4.23578 -2.91709
F -1.67389 -3.99458 -1.75839
F -0.51603 -3.08384 -3.34533
F -0.07565 -5.10279 -2.70318
H -5.43031 -5.32789 -3.50787
H -5.76997 -5.77329 -5.18549
H -4.36812 -6.46508 -4.36191
H -4.73542 -3.50366 -5.08459
H -3.64389 -4.63968 -5.90508

(4)
66
Properties=species:S:1:pos:R:3 method="wB97M-V/def2-TZVPD" de_lowest_kj_mol=124.5 total_charge=+1 max_force_ev_per_a=3.4 energy_ha=-1364.4560 homo_energy_ha=-0.4518
Pb -8.99367 -14.70765 10.57111
C -8.10376 -18.11722 9.89307
O -9.17255 -17.23380 9.99430
H -7.90904 -18.37890 8.85302
H -7.12693 -17.76843 10.22809
H -8.27338 -19.06555 10.40297
C -3.98055 -19.22111 12.99965
C -4.80942 -19.42340 11.68257
C -5.37487 -20.85804 11.49684
C -6.01260 -21.64511 12.57822
N -6.58118 -22.19129 13.40400
H -3.97305 -18.13351 13.07156
H -2.96720 -19.62169 12.97195
H -4.37123 -19.67797 13.90891
H -4.44520 -19.01147 10.74142
H -5.67880 -18.77572 11.79566
H -4.63612 -21.54387 11.08211
H -6.11255 -20.78181 10.69801
C -7.54492 -18.85381 15.87630
C -8.05803 -19.53950 14.59533
C -9.15933 -18.76517 13.82689
C -8.64423 -17.45665 13.33511
N -8.24589 -16.43492 12.98714
H -7.24507 -17.81282 15.75576
H -6.67337 -19.38459 16.25940
H -8.38196 -19.00631 16.55763
H -8.33033 -20.59024 14.69484
H -7.15112 -19.53845 13.99067
H -9.94901 -18.44519 14.50667
H -9.57001 -19.24012 12.93589
C -9.47600 -16.36880 6.17462
C -8.08305 -16.37617 5.59848
C -6.89391 -16.10597 6.64457
C -7.29664 -15.15141 7.64996
N -7.62257 -14.36215 8.43663
H -9.74678 -15.38671 6.56226
H -9.63270 -17.20835 6.85189
H -10.20382 -16.56235 5.38663
H -7.97617 -15.58348 4.85799
H -7.78659 -17.25240 5.02190
H -6.04858 -15.76963 6.04424
H -6.60931 -17.00284 7.19479
C -10.62807 -21.17355 6.14771
C -10.72801 -20.36537 7.45779
C -10.25112 -20.99262 8.73072
C -8.85773 -21.52951 8.64379
N -7.78008 -21.96395 8.65068
H -9.59429 -21.50869 6.06359
H -10.65617 -20.37886 5.40220
H -11.35935 -21.94554 5.90821
H -11.76877 -20.07765 7.60651
H -10.22869 -19.39977 7.37781
H -10.79714 -21.92192 8.89309
H -10.13907 -20.35540 9.60794
C -4.04615 -21.19105 8.01939
C -5.11506 -20.33157 7.25279
C -4.66016 -18.91050 6.71644
C -3.36257 -18.92435 5.87386
N -2.35427 -18.96060 5.30438
H -3.60439 -20.45908 8.69553
H -3.35421 -21.64051 7.30714
H -4.54821 -21.98336 8.57464
H -5.98957 -20.06973 7.84841
H -5.52933 -20.80640 6.36340
H -4.51203 -18.18768 7.51875
H -5.45119 -18.50162 6.08781

(5)
83
Properties=species:S:1:pos:R:3 method="wB97M-V/def2-TZVPD" total_charge=+1 max_force_ev_per_a=12.8 energy_ha=-12762.9264 homo_energy_ha=-0.2708
C -0.49568 -5.36030 2.08527
O -1.38490 -5.29964 0.94093
C -0.58075 -4.61350 -0.08102
C -1.46801 -4.09067 -1.28724
C -2.17856 -2.68211 -1.02280
C -1.28107 -1.59949 -0.29498
C -1.88945 -0.73071 0.66279
C -3.43501 -0.76670 1.05169
C -3.84414 -1.93499 2.07583
N -4.83089 -2.87490 1.41582
N -2.70999 -2.70861 2.63085
N -4.61090 -1.28008 3.20244
C -1.01254 0.37960 1.42151
O -1.44573 0.84731 2.49632
C 0.39041 0.84806 0.86303
C 1.02977 2.21024 1.36097
C 1.28849 2.27669 2.94590
O 1.87957 1.07876 3.48827
C 1.01303 -0.01307 -0.07960
S 2.66734 0.35499 -0.82288
C 0.26052 -1.35512 -0.55476
O 0.99857 -2.18020 -1.15981
H -0.40484 -4.26433 2.56090
H -0.78227 -6.16860 2.82547
H 0.55279 -5.60252 1.67002
H 0.01738 -3.81856 0.46414
H 0.11802 -5.42405 -0.51182
H -0.85090 -4.05041 -2.24112
H -2.31471 -4.84284 -1.49964
H -3.17611 -2.89098 -0.52231
H -2.43151 -2.24571 -2.06059
H -3.76650 0.24251 1.46122
H -4.01048 -0.92052 0.06862
H -5.70270 -2.36134 1.21355
H -5.09481 -3.59237 2.11424
H -2.17243 -2.08330 3.26031
H -3.16087 -3.42337 3.23857
H -5.12130 -2.00176 3.74816
H -5.37597 -0.69331 2.81492
H 0.27274 3.04770 1.13207
H 1.99841 2.49038 0.84185
H 0.30273 2.51362 3.45945
H 2.03338 3.13938 3.10692
H 1.31552 0.75101 4.21552
H 2.40418 1.21778 -1.89543
N 4.29166 3.52230 -0.63992
H 3.71809 2.69159 -0.41303
H 4.59603 3.97261 0.22850
H 5.12084 3.23192 -1.18874
H 3.73316 4.18359 -1.19006
C 4.87445 5.32878 -4.80045
C 3.47287 5.55753 -5.26052
O 2.81138 4.36600 -4.88569
C 3.47572 3.91407 -3.79415
O 3.05098 3.08793 -3.04530
O 4.69257 4.52619 -3.64942
F 3.41976 5.67333 -6.60572
H 5.47653 4.78113 -5.53065
H 5.38865 6.26182 -4.55160
H 2.98028 6.41582 -4.79406
C -4.60458 -7.17990 2.03179
C -4.01083 -5.86633 2.44066
O -4.94565 -5.36325 3.38449
C -5.62254 -6.44354 3.89360
O -6.36292 -6.40756 4.82521
O -5.33260 -7.57589 3.18812
H -3.84464 -7.92079 1.77848
H -5.29926 -7.08237 1.19234
H -3.04106 -5.97986 2.93339
H -3.90295 -5.17664 1.60218
Br 0.07932 -3.52574 3.98982
F -5.88534 -3.94499 4.33451
N 6.77403 5.19972 0.52202
H 7.29142 4.37912 0.87111
H 7.41147 6.00780 0.45967
H 6.38843 4.98910 -0.42506
H 5.99996 5.42101 1.16946
C 1.57012 8.88550 -6.85103
Br 2.96479 9.80082 -7.83850
Br 1.79148 9.09338 -4.93352
Br -0.19788 9.42303 -7.43250
H 1.66880 7.82430 -7.07018
Cs 6.99764 4.40457 -4.74879

(6)
73
Properties=species:S:1:pos:R:3 method="wB97M-V/def2-TZVPD" total_charge=+1 max_force_ev_per_a=0.5 energy_ha=-2752.9953 homo_energy_ha=-0.4110
C 5.78265 -2.14583 0.37662
C 7.08824 -1.76908 -0.33869
C 7.11124 -0.33554 -0.87866
C 5.93729 -0.04642 -1.84584
C 4.77609 0.64325 -1.11634
N 3.41359 0.20589 -1.60068
C 3.34343 0.29047 -3.09936
C 1.92973 0.20510 -3.71364
C 1.64917 -1.14628 -4.41873
F 2.67367 -1.36348 -5.29120
F 0.51989 -1.02488 -5.12708
C 1.51414 -2.45368 -3.61168
F 0.35548 -2.47287 -2.94212
F 2.51621 -2.49088 -2.66341
O 0.86581 0.58782 -2.88510
C 0.94982 0.28028 -1.50395
P -0.62292 0.95036 -0.66230
C -1.75174 0.70199 -2.08234
C -1.04809 -0.53833 0.34464
C 2.22209 0.89918 -0.93683
Cl 2.34397 2.61764 -1.28918
I 2.30442 0.52749 1.16504
H 5.90790 -3.05468 0.97398
H 4.96334 -2.33868 -0.32868
H 5.47141 -1.35375 1.07053
H 7.92123 -1.90664 0.35950
H 7.26777 -2.45959 -1.17207
H 8.05122 -0.16136 -1.41390
H 7.10011 0.37711 -0.04403
H 5.60992 -1.00236 -2.27062
H 6.28370 0.58977 -2.66515
H 4.80607 0.39762 -0.05457
H 4.81535 1.72811 -1.21386
H 3.33090 -0.78074 -1.33260
H 3.95310 -0.52323 -3.49203
H 3.82606 1.22870 -3.38204
H 1.92199 0.92089 -4.54584
H 1.60230 -3.33309 -4.25220
H 1.02592 -0.79998 -1.33425
H -1.68524 1.54747 -2.77122
H -2.75863 0.65642 -1.65553
H -1.55488 -0.22921 -2.62477
H -0.24402 -1.27886 0.35072
H -1.26898 -0.20524 1.35951
H -1.94027 -1.01553 -0.07140
O -3.08090 1.62348 0.83258
C -3.18355 2.44188 1.71160
O -2.21241 2.48664 2.64142
C -2.19397 3.47201 3.68705
C -3.05783 3.07198 4.86275
C -4.39298 3.33276 1.81741
H -2.46556 4.44937 3.28934
H -1.14751 3.52483 3.98265
H -4.10932 3.00033 4.58492
H -2.96670 3.80936 5.66012
H -2.74240 2.10321 5.24997
H -5.18571 2.76649 2.30772
H -4.72984 3.56055 0.81001
H -4.23045 4.25838 2.36122
O -6.78252 0.67410 0.98864
C -6.37359 -0.40013 1.33563
O -7.11408 -1.11611 2.20474
C -6.77231 -2.44839 2.60202
C -5.76939 -2.46760 3.73604
C -5.02528 -0.91561 0.88948
H -6.43296 -3.02827 1.74301
H -7.71753 -2.87982 2.92608
H -4.81649 -2.02790 3.43900
H -5.58680 -3.49327 4.05748
H -6.15403 -1.90254 4.58475
H -4.27189 -0.44836 1.52182
H -4.85808 -0.57764 -0.12962
H -4.90634 -1.99509 0.93354

The records above yield lowest unoccupied orbital energy values of -0.13 0.29 0.57 -5.55 -6.23 -3.08 eV, respectively.